Entry 1:
{
  "formula": "C18H47N3O7",
  "method": "wB97M-V/def2-TZVPD",
  "elements": ["C", "O", "C", "C", "N", "C", "C", "O", "C", "H", "H", "H", "H", "H", "H", "H", "H", "H", "H", "H", "H", "H", "H", "H", "C", "O", "C", "C", "N", "C", "C", "O", "C", "H", "H", "H", "H", "H", "H", "H", "H", "H", "H", "H", "H", "H", "H", "H", "C", "O", "C", "C", "N", "C", "C", "O", "C", "H", "H", "H", "H", "H", "H", "H", "H", "H", "H", "H", "H", "H", "H", "H", "O", "H", "H"],
  "positions_angstrom": [[18.0912, 10.3877, 9.9484], [16.8388, 10.0595, 9.3543], [16.1742, 11.0603, 8.6668], [15.7500, 10.4528, 7.3061], [14.8261, 9.3979, 7.5665], [14.1904, 8.7435, 6.4156], [13.2542, 7.6194, 6.9028], [14.0229, 6.5998, 7.4543], [13.3293, 5.5302, 8.1153], [18.4820, 9.4302, 10.2381], [17.8082, 10.9051, 10.8629], [18.6926, 11.0317, 9.2820], [16.7574, 11.9515, 8.4910], [15.2443, 11.2760, 9.0905], [16.6642, 10.1922, 6.7637], [15.2460, 11.1626, 6.7247], [15.3543, 8.6402, 8.0134], [14.9100, 8.1933, 5.7565], [13.6274, 9.4888, 5.8433], [12.7369, 7.1907, 6.0411], [12.6176, 8.0951, 7.6861], [13.1075, 4.7254, 7.4677], [12.4704, 5.8861, 8.6898], [13.9861, 5.2059, 8.9156], [9.7207, 6.7743, 7.4464], [10.3340, 6.7548, 8.7588], [9.9161, 7.6890, 9.7081], [10.5438, 7.2985, 10.9909], [11.9474, 7.6907, 10.9087], [12.8260, 7.3178, 12.0809], [14.3198, 7.5811, 11.7703], [14.9401, 6.4982, 11.0784], [16.2497, 6.8499, 10.6671], [9.8285, 7.7304, 6.9713], [8.6541, 6.6006, 7.6130], [10.1217, 5.9343, 6.8759], [8.7735, 7.6754, 9.8313], [10.1438, 8.7914, 9.4012], [10.3175, 6.1989, 11.0891], [10.0242, 7.8317, 11.8097], [12.4050, 7.3659, 10.0598], [12.6845, 6.1876, 12.2886], [12.4375, 7.7766, 12.9942], [14.7497, 7.7318, 12.7840], [14.4165, 8.5246, 11.1857], [16.7589, 7.3497, 11.5092], [16.3409, 7.5699, 9.8539], [16.8204, 5.9818, 10.4185], [13.9437, 14.2346, 10.4549], [13.3602, 13.5489, 11.6174], [12.1848, 14.1913, 12.0587], [10.9844, 13.9047, 11.0017], [10.9561, 12.4953, 10.6909], [10.2893, 12.1039, 9.4419], [8.7832, 12.1771, 9.4717], [8.3877, 13.5371, 9.4753], [6.9844, 13.7585, 9.5160], [14.8437, 13.7610, 10.0707], [14.1631, 15.2183, 10.7242], [13.2731, 14.2361, 9.5629], [12.3420, 15.2482, 12.1808], [11.9681, 13.7434, 13.0160], [11.1807, 14.5550, 10.0924], [10.0062, 14.3099, 11.3003], [11.8965, 12.0621, 10.6990], [10.4808, 11.0412, 9.2278], [10.6952, 12.7173, 8.6073], [8.4044, 11.6330, 10.3960], [8.3495, 11.6979, 8.5575], [6.8028, 14.7944, 9.6490], [6.4894, 13.2756, 10.4123], [6.4862, 13.3612, 8.6046], [12.7685, 10.3840, 9.1563], [12.4174, 9.6643, 9.6683], [13.5940, 9.9462, 8.7482]],
  "lowdin_charge": [-0.07, -0.21, -0.22, -0.19, -0.09, -0.17, -0.24, -0.19, -0.06, 0.08, 0.09, 0.10, 0.12, 0.08, 0.13, 0.10, 0.12, 0.13, 0.13, 0.13, 0.12, 0.07, 0.06, 0.08, -0.06, -0.24, -0.28, -0.23, -0.06, -0.16, -0.22, -0.19, -0.11, 0.08, 0.08, 0.09, 0.14, 0.14, 0.14, 0.13, 0.08, 0.14, 0.11, 0.12, 0.13, 0.09, 0.06, 0.08, -0.07, -0.21, -0.19, -0.20, -0.06, -0.23, -0.24, -0.22, -0.11, 0.07, 0.06, 0.09, 0.10, 0.11, 0.11, 0.10, 0.10, 0.08, 0.13, 0.14, 0.13, 0.06, 0.10, 0.09, -0.10, -0.02, 0.02],
  "homo_lumo_gap_ev": 8.78,
  "fmax_ha_per_bohr": 0.0643
}

---

Entry 2:
{
  "formula": "C39H60BBrN11OS2SiZr",
  "method": "wB97M-V/def2-TZVPD",
  "elements": ["Zr", "N", "C", "S", "N", "N", "C", "C", "C", "C", "C", "C", "N", "H", "H", "H", "H", "H", "H", "H", "C", "C", "C", "C", "C", "N", "N", "B", "N", "N", "C", "C", "C", "C", "C", "N", "N", "C", "C", "C", "C", "C", "H", "H", "H", "H", "H", "H", "H", "H", "H", "H", "H", "H", "H", "H", "H", "H", "H", "H", "H", "H", "H", "H", "O", "N", "C", "C", "C", "C", "C", "S", "H", "H", "H", "H", "C", "C", "C", "C", "Si", "Br", "C", "C", "C", "C", "C", "C", "C", "C", "H", "H", "H", "H", "H", "H", "H", "H", "H", "H", "H", "H", "H", "H", "H", "H", "H", "H", "H", "H", "H", "H", "H", "H", "H", "H", "H"],
  "positions_angstrom": [[-1.2267, -0.6470, 0.9848], [-1.5086, -3.9308, -2.3271], [-1.4693, -3.2590, -1.1234], [-2.5414, -1.8996, -0.9310], [-0.6128, -3.6127, -0.2241], [-0.7574, -2.8234, 0.9235], [-0.4139, -3.5017, 2.0245], [-0.8535, -2.9713, 3.2433], [-0.7293, -3.6138, 4.5027], [-1.3939, -3.1045, 5.5766], [-2.1861, -1.9491, 5.4107], [-2.2027, -1.3274, 4.1870], [-1.5312, -1.7842, 3.1124], [-2.3675, -3.8334, -2.8438], [-1.1486, -4.8732, -2.2768], [0.0831, -4.4582, 1.9208], [-0.1410, -4.5166, 4.5748], [-1.3296, -3.5947, 6.5380], [-2.7559, -1.5337, 6.2280], [-2.7725, -0.4245, 4.0379], [-2.0403, 0.7469, -2.9530], [-2.2221, 1.5722, -1.7253], [-2.3487, 2.9635, -1.7706], [-2.5839, 3.3533, -0.4731], [-2.8289, 4.7229, 0.0563], [-2.5874, 2.2450, 0.2936], [-2.3528, 1.1370, -0.4661], [-3.0242, 2.1605, 1.7622], [-3.9004, 0.9098, 1.9467], [-3.4112, -0.3342, 1.7240], [-4.4115, -1.1950, 1.9189], [-4.2676, -2.6763, 1.8542], [-5.5682, -0.4938, 2.2648], [-5.2057, 0.8363, 2.2703], [-6.0385, 2.0330, 2.5730], [-1.8444, 2.1235, 2.7538], [-1.1461, 0.9783, 2.9625], [-0.3495, 1.1981, 4.0117], [0.5138, 0.1880, 4.6969], [-0.5204, 2.5080, 4.4715], [-1.4866, 3.0586, 3.6585], [-2.0714, 4.4249, 3.7303], [-1.0738, 0.9624, -3.4160], [-2.8176, 1.0190, -3.6665], [-2.0961, -0.3160, -2.7610], [-2.3070, 3.5889, -2.6412], [-2.7933, 5.4398, -0.7619], [-2.0767, 5.0134, 0.7892], [-3.8004, 4.8003, 0.5407], [-3.6761, 3.1214, 2.0143], [-3.2462, -2.9841, 1.6471], [-4.9016, -3.0829, 1.0657], [-4.5815, -3.1068, 2.8070], [-6.5332, -0.9046, 2.4910], [-7.0512, 1.7181, 2.8188], [-6.0874, 2.7099, 1.7204], [-5.6391, 2.5930, 3.4182], [0.6723, -0.7097, 4.1100], [0.0473, -0.0926, 5.6420], [1.4844, 0.6303, 4.9254], [-0.0255, 2.9708, 5.3029], [-1.7739, 4.8889, 4.6688], [-3.1568, 4.4095, 3.6833], [-1.7152, 5.0597, 2.9194], [-0.0317, 1.1118, 0.5153], [1.0691, 1.5122, 1.1442], [1.3281, 2.8371, 1.1222], [2.4668, 3.3286, 1.7002], [3.3474, 2.4221, 2.3042], [3.0530, 1.0857, 2.3198], [1.8690, 0.5947, 1.7407], [1.3673, -1.0284, 1.7138], [0.5697, 3.4096, 0.6105], [2.6617, 4.3883, 1.6759], [4.2591, 2.7751, 2.7634], [3.7138, 0.3707, 2.7863], [5.0733, -2.2694, -2.8185], [3.8484, -1.8640, -1.9835], [3.2425, -3.1431, -1.3850], [4.3441, -1.0330, -0.7897], [2.5716, -0.8721, -3.0402], [0.6548, -0.9252, -1.8943], [2.9905, 1.0003, -3.2035], [2.7517, 1.7467, -1.8811], [4.4489, 1.2111, -3.6343], [2.0932, 1.6941, -4.2399], [2.1396, -1.7201, -4.7192], [0.7928, -1.2538, -5.2894], [2.0157, -3.2394, -4.5431], [3.2227, -1.4485, -5.7732], [5.7908, -2.7692, -2.1641], [5.5865, -1.4203, -3.2661], [4.8250, -2.9699, -3.6134], [4.0018, -3.6131, -0.7575], [2.9469, -3.8688, -2.1375], [2.3757, -2.9416, -0.7595], [5.0245, -1.6511, -0.1992], [3.5213, -0.7459, -0.1354], [4.8918, -0.1395, -1.0813], [3.3241, 1.3572, -1.0422], [1.6985, 1.7196, -1.6093], [3.0382, 2.7911, -2.0194], [5.1621, 0.8648, -2.8904], [4.6260, 2.2800, -3.7764], [4.6859, 0.7201, -4.5755], [1.0343, 1.5924, -3.9906], [2.2435, 1.3326, -5.2545], [2.3248, 2.7614, -4.2404], [-0.0313, -1.5194, -4.6320], [0.6318, -1.7603, -6.2427], [0.7408, -0.1855, -5.4802], [1.2598, -3.4988, -3.8051], [2.9530, -3.7157, -4.2639], [1.7064, -3.6717, -5.4959], [3.2881, -0.3961, -6.0434], [2.9781, -1.9983, -6.6848], [4.2120, -1.7755, -5.4585]],
  "lowdin_charge": [1.49, 0.06, -0.91, 0.63, -0.02, -0.32, -0.18, -0.32, -0.03, -0.08, -0.08, -0.17, -0.03, 0.07, 0.09, 0.12, 0.11, 0.10, 0.10, 0.10, -0.09, -0.33, 0.01, -0.27, -0.02, 0.02, 0.00, -0.52, 0.04, -0.06, -0.34, -0.05, 0.03, -0.26, -0.02, 0.04, 0.02, -0.33, -0.05, 0.02, -0.27, -0.02, 0.04, 0.09, -0.03, 0.11, 0.08, 0.06, 0.08, 0.11, 0.03, 0.08, 0.09, 0.11, 0.08, 0.08, 0.08, 0.01, 0.08, 0.08, 0.11, 0.08, 0.07, 0.07, -0.37, -0.18, -0.02, -0.05, -0.06, -0.08, -0.64, 0.74, 0.14, 0.11, 0.11, 0.11, -0.09, -0.61, -0.11, -0.10, 0.49, 0.69, -0.61, -0.12, -0.09, -0.10, -0.62, -0.11, -0.10, -0.09, 0.09, 0.07, 0.06, 0.09, 0.06, 0.04, 0.09, 0.03, 0.06, 0.06, 0.04, 0.09, 0.06, 0.09, 0.07, 0.06, 0.06, 0.09, 0.05, 0.08, 0.06, 0.07, 0.06, 0.09, 0.06, 0.09, 0.07],
  "homo_lumo_gap_ev": [5.89, 7.39],
  "fmax_ha_per_bohr": 0.0266,
  "spin_multiplicity": 2
}

---

What is the formula in the second record?
C39H60BBrN11OS2SiZr

---

What is the formula in the second record?
C39H60BBrN11OS2SiZr